{"formula": "C3H12O4", "method": "wB97M-V/def2-TZVPD", "total_charge": 0, "lumo_energy_ha": 0.021, "e_above_lowest_ev": 1.8084, "energy_ha": -422.395019, "homo_lumo_gap_ev": 9.67, "symbols": ["C", "O", "C", "C", "H", "H", "H", "H", "H", "H", "H", "H", "O", "H", "H", "O", "H", "H", "O"], "coordinates": [[1.957547, 0.579944, 0.822267], [1.463746, 1.176433, -0.407210], [0.887211, -0.345921, 1.357659], [-0.320990, 0.113765, 1.714119], [2.187669, 1.357748, 1.550828], [2.818987, -0.025430, 0.557415], [1.896247, 0.641149, -1.084185], [1.038737, -1.403672, 1.210375], [-1.237525, -0.317040, 1.311369], [-0.425505, 1.112526, 2.121535], [-0.381714, -2.327952, -1.156138], [0.485509, -1.178910, -1.287159], [0.547334, -2.105343, -1.013970], [-3.106473, -1.264013, -0.386319], [-2.233469, -0.479845, -1.316750], [-2.312173, -1.349484, -0.911962], [-0.529526, 1.446890, -0.815583], [-1.305712, 2.646576, -1.254233], [-1.429900, 1.722580, -1.012056]], "atomic_forces_ev_per_a": [[-0.4815, -0.4532, 0.9527], [0.4655, -0.3931, 0.1010], [-0.5809, 0.0828, -0.0107], [0.3477, 0.4776, -0.6503], [0.1943, 0.1993, -0.3087], [0.3985, 0.2510, 0.2923], [-0.1924, 0.4090, -0.2329], [-0.2122, -0.0346, -0.6818], [0.0608, -0.8068, 1.2223], [0.0116, 0.3978, -0.5456], [-0.1461, -0.4716, 0.2756], [0.3948, -0.0412, 0.2200], [-0.3099, 0.3836, -0.6515], [-0.2547, -0.1732, 0.2318], [0.1461, 0.3019, -0.0904], [0.0899, 0.0215, -0.1888], [0.4568, -0.2405, 0.3183], [-0.2482, -0.0220, -0.0535], [-0.1401, 0.1116, -0.1998]]}